Molecular formula: C23H29N3O3S
Method: DFT, the ωB97M-V functional and the def2-TZVPD basis

The geometry in XYZ format:
```
59
Properties=species:S:1:pos:R:3:forces:R:3:nbo_charge:R:1
H 2.004 -1.597 0.963 -0.03 0.08 0.14 0.22
H 3.650 -0.075 -0.148 -0.13 0.13 0.05 0.41
H -1.945 2.607 -2.270 0.08 -0.10 -0.01 0.22
C -0.972 0.405 1.201 0.00 0.21 -0.18 -0.63
C -1.806 1.451 0.461 0.28 0.14 0.31 -0.03
S 3.295 1.595 -1.965 -0.19 0.18 0.03 0.24
H 1.544 -3.668 -1.868 0.05 -0.08 0.00 0.21
C -3.027 0.846 -1.615 0.39 0.35 -0.07 0.68
C -3.933 0.147 0.516 -0.35 -0.21 -0.13 -0.03
H -0.889 -3.565 -2.120 -0.07 -0.06 -0.01 0.22
C 2.641 1.440 0.744 0.19 0.08 -0.32 0.67
N 3.062 0.172 0.637 0.22 -0.37 -0.04 -0.61
H -4.380 -1.465 -0.850 -0.02 -0.05 -0.04 0.23
O -3.978 0.364 -2.205 -0.23 -0.13 -0.33 -0.65
C 1.631 1.024 -2.099 0.41 0.50 -0.07 -0.28
H 4.318 -0.756 4.012 -0.12 0.19 0.14 0.23
O 4.368 -2.606 1.333 -0.35 0.00 -0.45 -0.41
H 0.458 2.879 -2.299 -0.05 0.19 -0.03 0.22
H -2.904 2.134 2.222 -0.08 -0.05 0.11 0.20
C -5.295 0.824 0.369 0.16 -0.04 0.06 -0.62
C -0.985 -1.444 -2.239 -0.16 -0.05 -0.03 -0.26
C 1.066 -2.704 -1.965 0.19 -0.11 0.03 -0.22
H 5.980 -3.877 1.570 0.00 -0.11 -0.14 0.20
H -0.088 0.886 1.609 0.04 -0.02 0.08 0.25
H 4.227 2.653 -0.060 0.01 0.05 0.05 0.25
H -6.012 0.345 1.029 -0.10 -0.03 0.10 0.21
N -0.599 1.033 -2.294 0.05 0.15 0.03 -0.36
C 1.832 -1.561 -1.959 -0.08 -0.01 -0.01 -0.20
H -5.228 1.877 0.631 -0.03 0.12 0.06 0.21
C -4.008 -1.338 0.162 0.05 0.14 0.09 -0.62
H -1.446 3.044 1.847 0.07 0.07 0.09 0.23
C -0.222 -0.282 -2.212 0.50 -0.45 0.02 0.20
C 5.568 -2.415 3.194 0.09 -0.34 -0.45 -0.31
H 2.908 -1.610 -1.878 0.13 -0.02 0.02 0.22
C 2.638 -0.896 1.519 0.12 -0.13 -0.03 -0.28
C -2.305 2.541 1.412 0.10 -0.11 -0.26 -0.62
C 4.522 -1.461 3.233 -0.46 -0.03 -0.51 -0.30
H -3.024 -1.797 0.240 0.09 -0.09 0.03 0.21
C 5.422 -3.079 2.017 0.61 -0.02 0.70 0.09
H -2.903 3.272 0.872 -0.07 0.10 -0.02 0.21
H -0.658 -0.379 0.514 0.06 -0.11 -0.05 0.21
H -3.620 0.229 1.559 0.02 0.02 -0.12 0.20
C 1.188 -0.331 -2.077 -0.47 0.01 -0.03 -0.12
H 6.318 -2.579 3.940 0.19 -0.10 0.11 0.23
H 2.591 3.275 -0.366 0.04 -0.12 0.14 0.24
H -4.684 -1.841 0.849 -0.06 -0.08 0.09 0.21
H -2.055 -1.408 -2.367 -0.17 -0.04 -0.01 0.24
N -2.903 0.835 -0.276 -0.06 -0.03 0.04 -0.45
H -1.526 -0.048 2.018 -0.13 -0.08 0.12 0.20
H -1.150 1.939 -0.257 -0.10 -0.06 0.06 0.21
H -5.647 0.737 -0.655 -0.05 0.00 -0.02 0.24
C 0.522 1.808 -2.242 0.30 -0.06 0.03 0.00
H 2.061 -0.434 2.323 0.05 -0.14 -0.08 0.25
C 3.203 2.375 -0.314 -0.02 -0.07 -0.38 -0.61
C -0.324 -2.645 -2.107 -0.15 0.02 -0.01 -0.22
C -1.938 1.531 -2.469 -0.45 -0.03 -0.33 -0.30
C 3.816 -1.621 2.077 -0.16 0.49 0.82 0.27
H -2.261 1.376 -3.507 -0.02 0.06 0.27 0.23
O 1.882 1.838 1.606 -0.16 0.26 0.32 -0.64
```
Positions in Å, forces in eV/Å.

## Properties
HOMO-LUMO gap in eV: 8.74
Maximum force in eV/A: 1.0
SMILES: CC(C)N(C(=O)Cn1cc(SCC(=O)NCc2ccco2)c2ccccc21)C(C)C
Highest occupied orbital energy in eV: -8.1
ΔE to the lowest compared entry with this formula, charge and spin in kJ/mol: 55.29